No. 1
{
  "formula": "CH2ClP",
  "method": "wB97M-V/def2-TZVPD",
  "species": ["C", "P", "H", "Cl", "H"],
  "xyz": [[0.4759, 0.9563, 0.0560], [1.3332, 0.5620, -1.1953], [0.2182, 0.8943, 1.0696], [-1.0263, -1.7938, 0.1704], [-1.0010, -0.6188, -0.1007]],
  "forces_ev_per_a": [[2.5, -1.0, -2.5], [-1.4, 1.0, 1.4], [-0.7, 0.5, 1.0], [-0.4, -3.2, 0.8], [0.0, 2.7, -0.8]],
  "relative_energy_kj_mol": 156.21,
  "lumo_energy_ev": -0.13,
  "homo_lumo_gap_ha": 0.372,
  "smiles": "C#P.Cl",
  "homo_ev": -10.3
}

=====

No. 2
{
  "formula": "CH2ClP",
  "method": "wB97M-V/def2-TZVPD",
  "species": ["C", "P", "Cl", "H", "H"],
  "xyz": [[-1.2809, 0.0744, 0.0124], [-0.1631, 1.6154, 0.0094], [-2.9652, 0.1470, 0.0039], [-0.7499, -0.9303, -0.0047], [0.7941, 0.5966, -0.0669]],
  "forces_ev_per_a": [[1.0, -0.8, 0.0], [-0.7, -0.8, 0.0], [0.1, -0.1, 0.0], [-1.3, 1.3, 0.0], [0.9, 0.4, -0.1]],
  "multiplicity": 3,
  "relative_energy_kj_mol": 0.00,
  "lumo_energy_ev": [0.95, -2.19],
  "homo_lumo_gap_ha": [0.301, 0.303],
  "s2": 2.01,
  "homo_ev": [-7.3, -10.4]
}

=====

No. 3
{
  "formula": "CH2F2N2",
  "method": "wB97M-V/def2-TZVPD",
  "species": ["N", "C", "F", "N", "F", "H", "H"],
  "xyz": [[0.1611, 0.1839, 0.0440], [1.4642, 0.4404, -0.0111], [1.8733, 1.6773, -0.1310], [2.3927, -0.7581, 0.0172], [3.6938, -0.2894, 0.0335], [-0.1021, -0.7841, 0.1182], [-0.5260, 0.8845, -0.1722]],
  "forces_ev_per_a": [[-0.1, 0.5, 0.1], [4.8, -5.8, -0.1], [-0.3, -0.4, 0.1], [-4.8, 5.1, -0.1], [0.5, 0.5, 0.0], [0.0, 0.0, 0.0], [0.0, 0.0, 0.0]],
  "relative_energy_kj_mol": 212.14,
  "lumo_energy_ev": 0.60,
  "homo_lumo_gap_ha": 0.343,
  "smiles": "N/C(F)=N/F",
  "homo_ev": -8.7
}

=====

No. 4
{
  "formula": "CH2F2N2",
  "method": "wB97M-V/def2-TZVPD",
  "species": ["C", "N", "N", "F", "F", "H", "H"],
  "xyz": [[-0.0648, -0.4922, 0.1668], [-0.9899, 0.4736, -0.3845], [0.9688, 0.4628, -0.0681], [-1.5757, 1.1516, 0.5812], [1.6972, 0.3881, -1.3139], [-0.0638, -0.4166, 1.2316], [0.0282, -1.5673, -0.2132]],
  "forces_ev_per_a": [[0.8, -1.3, -0.5], [1.7, -1.1, -2.2], [0.6, 1.5, -1.4], [-0.5, 0.6, 1.5], [-1.7, -0.7, 1.5], [-0.4, -0.6, 1.0], [-0.5, 1.7, 0.1]],
  "relative_energy_kj_mol": 599.80,
  "lumo_energy_ev": [-0.65, -0.71],
  "homo_lumo_gap_ha": [0.372, 0.368],
  "homo_ev": [-10.8, -10.7]
}

=====

No. 5
{
  "formula": "CH2F2O2",
  "method": "wB97M-V/def2-TZVPD",
  "species": ["F", "C", "O", "O", "F", "H", "H"],
  "xyz": [[-0.2104, -0.1381, -1.5366], [0.5829, -0.1319, -0.4217], [0.1985, 0.7224, 0.4636], [-1.2008, 0.6745, 0.7007], [-1.5361, -0.3323, 1.6114], [0.6361, -1.1076, 0.0202], [1.5298, 0.3130, -0.8376]],
  "forces_ev_per_a": [[-0.6, -0.3, -0.3], [2.1, -1.8, -3.8], [-2.4, 3.9, 3.7], [0.5, 0.7, -0.8], [0.5, -0.6, 0.4], [0.2, -1.0, -0.4], [-0.2, -0.9, 1.0]],
  "relative_energy_kj_mol": 716.07,
  "lumo_energy_ev": 0.55,
  "homo_lumo_gap_ha": 0.461,
  "smiles": "FCOOF",
  "homo_ev": -12.0
}

=====

No. 6
{
  "formula": "CH2F3N",
  "method": "wB97M-V/def2-TZVPD",
  "species": ["F", "C", "N", "F", "H", "F", "H"],
  "xyz": [[-0.0709, -0.0103, -1.9525], [0.0751, -0.7346, -0.8564], [-0.7223, -0.6436, 0.0833], [-1.5675, 0.5060, 0.1390], [0.7203, -1.7058, -0.8442], [1.2313, 1.3981, 1.8408], [0.3340, 1.1901, 1.5900]],
  "forces_ev_per_a": [[1.1, 0.0, -0.1], [0.0, -1.6, -2.0], [-1.0, 0.3, 3.4], [1.0, -1.0, -1.0], [-1.0, 2.2, -0.3], [-1.4, -0.3, -0.4], [1.4, 0.3, 0.4]],
  "relative_energy_kj_mol": 328.36,
  "lumo_energy_ev": 0.35,
  "homo_lumo_gap_ha": 0.459,
  "smiles": "F/C=N\\F.F",
  "homo_ev": -12.1
}

=====

No. 7
{
  "formula": "CH2F3N2",
  "method": "wB97M-V/def2-TZVPD",
  "species": ["N", "C", "F", "N", "F", "F", "H", "H"],
  "xyz": [[1.1497, 0.0816, -0.4421], [0.0743, 0.4889, 0.1092], [0.1033, 1.3666, 1.0357], [-1.4049, -0.1023, 0.0590], [-1.7597, -0.3101, 1.3066], [-1.3166, -1.3608, -0.3985], [1.0167, -0.6798, -1.1766], [2.1372, 0.5159, -0.4933]],
  "forces_ev_per_a": [[0.6, -1.1, -2.9], [-1.4, -1.0, 2.7], [0.1, 0.3, -0.7], [2.1, 1.3, -1.7], [-0.1, 0.5, 1.8], [0.6, -0.7, -1.1], [0.2, 1.0, 1.2], [-2.1, -0.3, 0.7]],
  "relative_energy_kj_mol": 33.98,
  "lumo_energy_ev": -6.18,
  "homo_lumo_gap_ha": 0.399,
  "smiles": "NC(F)=[N+](F)F",
  "total_charge": 1,
  "homo_ev": -17.0
}

=====

No. 8
{
  "formula": "CH2FIS",
  "method": "wB97M-V/def2-TZVPD",
  "species": ["F", "C", "S", "I", "H", "H"],
  "xyz": [[-0.4171, -0.2134, 0.4322], [0.1005, 1.0764, 0.2776], [0.9817, 1.6297, 1.7602], [2.3507, -0.6826, 1.8039], [-0.6728, 1.8305, -0.0741], [0.6626, 1.0491, -0.5976]],
  "forces_ev_per_a": [[-0.3, 1.0, 0.0], [-1.6, 0.5, 0.3], [0.8, -2.4, -0.7], [-0.9, 2.1, 0.1], [0.2, -0.8, 1.3], [1.9, -0.4, -1.1]],
  "relative_energy_kj_mol": 46.85,
  "lumo_energy_ev": -2.06,
  "homo_lumo_gap_ha": 0.272,
  "smiles": "FCSI",
  "homo_ev": -9.5
}

=====

No. 9
{
  "formula": "CH2FMgORb",
  "method": "wB97M-V/def2-TZVPD",
  "species": ["C", "O", "Rb", "Mg", "F", "H", "H"],
  "xyz": [[-1.1864, -1.9877, -1.9313], [0.1078, -0.7670, -0.0628], [-1.0157, 0.6622, 2.6090], [1.5241, -1.2272, -1.1265], [0.3475, -2.1824, -2.4144], [-1.7222, -1.6803, -2.8277], [-1.4919, -2.7517, -1.2175]],
  "forces_ev_per_a": [[1.9, 0.2, -0.3], [0.9, 0.2, 0.2], [0.3, -0.4, -0.7], [-1.9, 0.1, 0.5], [-2.0, -0.1, 0.5], [0.4, -0.1, 0.2], [0.6, 0.1, -0.4]],
  "multiplicity": 2,
  "lumo_energy_ev": [-4.40, -4.42],
  "homo_lumo_gap_ha": [0.235, 0.242],
  "total_charge": 1,
  "s2": 0.76,
  "homo_ev": [-10.8, -11.0]
}

=====

No. 10
{
  "formula": "CH2FN5",
  "method": "wB97M-V/def2-TZVPD",
  "species": ["C", "N", "N", "N", "N", "N", "F", "H", "H"],
  "xyz": [[-1.5666, 0.2083, 3.2562], [-2.4373, -0.4138, 3.6160], [-0.6402, 1.1172, 3.2621], [0.1368, 1.6042, 2.4682], [-0.0327, 0.0870, -0.4903], [0.5827, 1.4396, 1.3488], [1.0694, 2.5933, 0.7712], [-0.7502, 0.8960, -0.6435], [-0.5127, -0.3976, 0.1629]],
  "forces_ev_per_a": [[1.4, 1.4, -0.9], [-2.9, -2.4, 0.6], [1.7, 0.4, 1.3], [-0.3, 2.3, -0.7], [0.3, 4.1, -3.0], [0.4, -1.7, -0.8], [-0.1, 0.1, 0.6], [1.5, -1.5, -0.1], [-2.0, -2.7, 3.0]],
  "relative_energy_kj_mol": 354.98,
  "lumo_energy_ev": [-0.95, -3.09],
  "homo_lumo_gap_ha": [0.359, 0.282],
  "homo_ev": [-10.7, -10.8]
}

=====

No. 11
{
  "formula": "CH2FNO",
  "method": "wB97M-V/def2-TZVPD",
  "species": ["C", "N", "O", "F", "H", "H"],
  "xyz": [[-0.0597, 0.4040, -0.5284], [0.1340, -0.5863, 0.3033], [-0.7085, 0.3691, -1.5344], [-0.6610, -1.7168, 0.2653], [0.4977, 1.3350, -0.3883], [0.7975, 0.1949, 1.8824]],
  "forces_ev_per_a": [[-1.0, 2.5, -2.2], [2.6, -1.9, 4.3], [-1.1, -0.6, -1.1], [0.2, 1.6, 0.0], [0.7, -0.3, 1.1], [-1.3, -1.2, -2.1]],
  "relative_energy_kj_mol": 688.01,
  "lumo_energy_ev": [-1.79, -2.78],
  "homo_lumo_gap_ha": [0.330, 0.282],
  "homo_ev": [-10.8, -10.5]
}

=====

No. 12
{
  "formula": "CH2FNO3",
  "method": "wB97M-V/def2-TZVPD",
  "species": ["C", "N", "O", "O", "O", "F", "H", "H"],
  "xyz": [[0.4101, -0.0153, 0.6728], [1.3968, 0.2568, -0.2451], [1.2222, 1.3671, -0.7191], [2.2773, -0.5791, -0.4680], [-2.1399, 0.1206, -0.5024], [-2.9564, -0.8851, -0.1719], [-0.3545, 0.7456, 0.8771], [0.1444, -1.0107, 0.5567]],
  "forces_ev_per_a": [[-1.5, 0.0, 0.4], [0.6, 0.4, 0.4], [1.3, 0.6, -1.4], [-0.7, 1.1, -0.2], [0.0, 0.1, -0.1], [0.0, -0.1, 0.0], [0.9, -0.2, 0.2], [-0.6, -1.9, 0.7]],
  "relative_energy_kj_mol": 389.55,
  "lumo_energy_ev": [-2.19, -2.89],
  "homo_lumo_gap_ha": [0.339, 0.288],
  "homo_ev": [-11.4, -10.7]
}

=====

No. 13
{
  "formula": "CH2FNOS",
  "method": "wB97M-V/def2-TZVPD",
  "species": ["C", "N", "O", "F", "S", "H", "H"],
  "xyz": [[-1.7587, -0.2360, 0.2548], [1.6706, -0.6470, 0.1421], [-1.2117, 0.6778, -0.3106], [-3.0375, -0.5312, 0.0134], [1.1628, 0.7891, 0.1612], [1.6183, -1.2497, 0.9219], [1.5563, 1.1969, -1.1827]],
  "forces_ev_per_a": [[1.1, 1.5, -1.1], [0.8, -1.3, -1.8], [-2.2, -1.6, 0.7], [0.2, 0.1, 0.1], [1.1, 2.1, -0.9], [-0.3, -0.1, 1.3], [-0.6, -0.6, 1.8]],
  "relative_energy_kj_mol": 441.25,
  "lumo_energy_ev": [-0.29, -2.08],
  "homo_lumo_gap_ha": [0.353, 0.205],
  "homo_ev": [-9.9, -7.7]
}

=====

No. 14
{
  "formula": "CH2FOPS",
  "method": "wB97M-V/def2-TZVPD",
  "species": ["C", "O", "F", "P", "S", "H", "H"],
  "xyz": [[0.9729, -1.2639, -0.3202], [-0.2729, 0.9931, -1.0284], [-1.7658, 2.3734, 1.4168], [0.9600, 0.2020, -1.1977], [-2.1805, 0.8851, 0.9091], [1.8367, -1.8997, -0.4062], [0.4496, -1.2901, 0.6265]],
  "forces_ev_per_a": [[0.3, 1.3, -0.6], [-3.3, 1.7, 1.1], [-0.3, -1.0, -0.3], [1.8, -2.9, 0.7], [1.7, 1.0, -0.8], [0.2, -0.1, -0.1], [-0.3, 0.0, 0.1]],
  "relative_energy_kj_mol": 512.46,
  "lumo_energy_ev": [-3.84, -3.87],
  "homo_lumo_gap_ha": [0.179, 0.179],
  "homo_ev": [-8.7, -8.7]
}

=====

No. 15
{
  "formula": "CH2FPS",
  "method": "wB97M-V/def2-TZVPD",
  "species": ["F", "P", "C", "S", "H", "H"],
  "xyz": [[-1.9273, 0.1211, -0.0966], [-0.6168, 0.2185, 0.8886], [0.6282, -0.4343, -0.2496], [2.1786, -0.2374, -0.1705], [-0.4211, 1.4881, 0.7727], [0.1585, -1.1560, -1.1447]],
  "forces_ev_per_a": [[0.6, 0.1, 0.5], [-1.5, -3.9, 0.1], [-2.6, -1.8, -2.8], [1.7, 0.3, 0.3], [0.8, 3.4, -0.6], [0.9, 1.8, 2.4]],
  "relative_energy_kj_mol": 96.15,
  "lumo_energy_ev": -0.74,
  "homo_lumo_gap_ha": 0.302,
  "smiles": "FPC=S",
  "homo_ev": -9.0
}

=====

No. 16
{
  "formula": "CH2GdO4",
  "method": "wB97M-V/def2-TZVPD",
  "species": ["O", "Gd", "O", "H", "C", "O", "O", "H"],
  "xyz": [[-0.1644, 0.7492, -0.6648], [1.9102, -0.0621, -0.0986], [0.2068, -1.2266, 0.6918], [-0.0988, -1.5032, 1.5583], [-1.1227, 0.1049, -0.0736], [-1.6447, 0.8861, 0.8487], [-2.0581, -0.5265, -0.7734], [-1.6605, -1.1452, -1.4039]],
  "forces_ev_per_a": [[2.6, -0.9, 0.1], [-2.7, -0.4, 0.4], [1.4, 1.0, -0.8], [0.0, -0.6, 0.7], [-3.5, 3.0, -2.1], [0.8, -1.4, 0.4], [1.6, -0.5, 1.6], [-0.2, -0.2, -0.4]],
  "multiplicity": 9,
  "lumo_energy_ev": [-11.11, -14.25],
  "homo_lumo_gap_ha": [0.377, 0.253],
  "total_charge": 2,
  "s2": 20.38,
  "homo_ev": [-21.4, -21.1]
}

=====

No. 17
{
  "formula": "CH2HoLiO",
  "method": "wB97M-V/def2-TZVPD",
  "species": ["C", "O", "H", "Ho", "Li", "H"],
  "xyz": [[-0.7037, -0.0047, 0.1237], [-0.0845, 1.0816, 0.3325], [-1.3753, -0.2735, 0.9869], [0.9667, -1.7555, -0.9676], [-0.9536, 2.6713, 0.9075], [-2.5285, 1.7598, 0.8240]],
  "forces_ev_per_a": [[0.8, 4.7, 2.1], [-0.4, -3.8, -1.3], [-0.1, -0.5, -0.5], [0.1, -0.1, -0.2], [-0.7, -0.2, -0.1], [0.3, -0.1, 0.0]],
  "multiplicity": 6,
  "relative_energy_kj_mol": 0.00,
  "lumo_energy_ev": [-5.33, -6.26],
  "homo_lumo_gap_ha": [0.176, 0.200],
  "total_charge": 1,
  "s2": 8.94,
  "homo_ev": [-10.1, -11.7]
}

=====

No. 18
{
  "formula": "CH2I2",
  "method": "wB97M-V/def2-TZVPD",
  "species": ["C", "I", "I", "H", "H"],
  "xyz": [[-0.4470, -0.1202, -0.8159], [0.2316, -2.1257, -1.0990], [-2.2971, 0.0464, -0.0802], [1.4324, 0.7343, 1.0178], [1.0802, 1.4653, 0.9773]],
  "forces_ev_per_a": [[1.3, -0.5, -0.7], [-0.4, 0.6, 0.2], [-1.0, -0.1, 0.4], [-0.9, 1.9, 0.0], [0.9, -1.9, 0.1]],
  "relative_energy_kj_mol": 397.81,
  "lumo_energy_ev": -1.52,
  "homo_lumo_gap_ha": 0.266,
  "homo_ev": -8.7
}

=====

No. 19
{
  "formula": "CH2I2O",
  "method": "wB97M-V/def2-TZVPD",
  "species": ["C", "O", "I", "I", "H", "H"],
  "xyz": [[-0.9059, -0.6037, -0.2291], [1.3556, 0.8917, 0.2403], [-2.0909, 1.0286, 0.0601], [-1.9460, -2.5124, -0.0705], [2.2876, 0.6756, 0.6599], [1.2995, 0.5202, -0.6607]],
  "forces_ev_per_a": [[-0.3, -1.2, -0.4], [2.7, -0.3, 1.1], [-0.3, 0.0, 0.1], [0.3, 1.0, 0.0], [-2.9, 0.5, -1.8], [0.4, 0.0, 0.8]],
  "relative_energy_kj_mol": 307.62,
  "lumo_energy_ev": -1.49,
  "homo_lumo_gap_ha": 0.265,
  "homo_ev": -8.7
}

=====

No. 20
{
  "formula": "CH2I2O3",
  "method": "wB97M-V/def2-TZVPD",
  "species": ["C", "O", "O", "O", "I", "I", "H", "H"],
  "xyz": [[-1.6582, -0.8600, -0.3047], [-2.5775, -1.5943, -0.4877], [-0.4053, -1.1167, -0.0771], [1.5613, 0.8180, 0.3363], [-2.0801, 1.2818, -0.1633], [3.2982, 0.4455, -0.2957], [1.7306, 1.3353, 1.0911], [0.1309, -0.3096, -0.0990]],
  "forces_ev_per_a": [[-2.0, 0.3, 0.0], [1.4, 0.3, 0.1], [0.3, -0.9, -0.3], [-2.1, -0.4, -0.6], [0.0, 0.1, -0.1], [2.5, -0.7, -1.2], [-0.4, 1.1, 1.7], [0.3, 0.3, 0.3]],
  "relative_energy_kj_mol": 136.98,
  "lumo_energy_ev": -0.99,
  "homo_lumo_gap_ha": 0.324,
  "homo_ev": -9.8
}